A structure of composition C4H8S at a distorted geometry, computed with ωB97M-V/def2-TZVPD.

Output
Max |F| in eV/A: 8.24
E in a.u.: -555.21724
Gap between HOMO and LUMO in hartree: 0.35291
Energy relative to the best compared isomer or geometry (same formula, charge and spin) in kcal/mol: 95.81
Charge: 0
Multiplicity: 1
M in g/mol: 88.18

Cartesian coordinates (Å):
C  -1.994  -0.749  -0.536
C  -0.614  -1.209  -0.258
C  0.688  -0.725  -1.033
C  0.522  -0.292  0.237
H  -2.686  -1.171  -1.309
H  -2.364  -1.317  0.738
H  -2.065  0.510  -0.408
H  -0.351  -2.090  0.297
H  1.517  -1.610  -1.228
H  0.543  0.243  -1.573
H  1.274  -0.808  1.013
H  1.962  1.442  0.240
S  0.660  1.415  0.736